ORCA calculation (ωB97M-V/def2-TZVPD) on a molecular structure, C36H29IN8PPt.

- relative energy (zero: lowest compared OMol25 entry of this formula, charge and spin) (eV) = 0.183
- LUMO (eV) = -9.8
- highest occupied orbital energy (eV) = -16.2386

```
! RIJCOSX wB97M-V def2-TZVPD def2/J DEFGRID3
* xyz 3 1
Pt -0.90 0.97 -0.93
C 2.17 2.60 -3.51
C 0.99 1.99 -3.10
N 0.81 1.67 -1.82
C 1.78 2.01 -0.92
C 2.94 2.61 -1.38
N 3.14 2.90 -2.66
C 1.46 1.74 0.50
C 2.25 1.94 1.61
C 1.73 1.69 2.89
C 0.41 1.21 2.99
C -0.33 1.00 1.85
N 0.21 1.26 0.66
C -1.74 0.55 1.76
C -2.53 0.18 2.84
N -3.80 -0.16 2.71
C -4.32 -0.12 1.49
C -3.56 0.21 0.37
N -2.28 0.53 0.52
C 2.54 1.93 4.09
C 3.52 2.92 4.11
C 4.25 3.11 5.27
N 4.07 2.40 6.38
C 3.14 1.45 6.36
C 2.34 1.18 5.25
H 2.32 2.85 -4.55
H 0.20 1.74 -3.80
H 3.73 2.89 -0.69
H 3.26 2.28 1.49
H -0.03 1.05 3.97
H -2.11 0.14 3.84
H -5.38 -0.35 1.39
H -3.98 0.22 -0.62
H 3.70 3.57 3.26
H 5.01 3.89 5.32
H 3.02 0.88 7.27
H 1.63 0.37 5.30
N -2.04 -1.73 -1.63
P -0.46 -1.44 -1.03
C 0.68 -2.24 -2.16
C 0.87 -3.62 -2.04
C 1.64 -4.29 -2.98
C 2.24 -3.58 -4.01
C 2.06 -2.21 -4.13
C 1.27 -1.54 -3.21
C -0.37 -2.28 0.54
C 0.89 -2.54 1.07
C 1.00 -3.17 2.30
C -0.15 -3.55 2.99
C -1.40 -3.29 2.46
C -1.52 -2.64 1.24
C -2.56 -0.85 -2.57
C -3.52 -1.25 -3.49
C -4.01 -0.34 -4.40
C -3.53 0.97 -4.39
C -2.61 1.31 -3.44
N -2.13 0.43 -2.53
H -2.34 -2.70 -1.75
H 0.42 -4.18 -1.23
H 1.79 -5.35 -2.89
H 2.85 -4.11 -4.74
H 2.52 -1.67 -4.94
H 1.12 -0.48 -3.31
H 1.79 -2.27 0.53
H 1.98 -3.39 2.71
H -0.06 -4.07 3.93
H -2.29 -3.60 3.00
H -2.51 -2.46 0.83
H -3.86 -2.28 -3.50
H -4.76 -0.65 -5.12
H -3.88 1.71 -5.10
H -2.22 2.32 -3.38
I -1.16 4.48 -2.11
C -1.58 2.98 -0.69
H -2.66 2.94 -0.56
H -1.13 3.34 0.24
*
```

Here are the Mulliken charges for atoms 1 to 2, given in e: 0.45 -0.64



ORCA calculation (ωB97M-V/def2-TZVPD) on a molecular structure, C36H29N10O2Sn.

- relative energy (zero: lowest compared OMol25 entry of this formula, charge and spin) (eV) = 2.172
- LUMO (spin up / spin down) (eV) = -10.4 / -11.2
- highest occupied orbital energy (spin up / spin down) (eV) = -16.1833 / -16.1835

```
! RIJCOSX wB97M-V def2-TZVPD def2/J DEFGRID3
* xyz 3 1
Sn 0.22 -0.28 0.16
C -0.01 -2.55 3.91
C -1.35 -2.61 4.31
C -2.28 -1.85 3.63
C -1.90 -1.05 2.57
N -0.62 -1.05 2.14
C 0.30 -1.77 2.83
N -2.90 -0.21 2.06
C -2.78 0.70 1.19
N -1.67 0.95 0.33
C -1.90 2.10 -0.29
N -1.08 2.71 -1.18
C 0.22 2.86 -1.06
C 0.88 3.60 -2.09
C 2.19 4.00 -1.92
C 2.81 3.70 -0.73
C 2.12 2.90 0.24
N 0.90 2.46 0.08
C -3.21 2.65 0.05
C -3.82 3.84 -0.30
C -5.04 4.13 0.32
C -5.60 3.24 1.23
C -4.98 2.03 1.57
C -3.77 1.77 0.97
H 0.76 -3.11 4.43
H -1.64 -3.22 5.15
H -3.32 -1.83 3.94
H 1.32 -1.71 2.47
H 0.30 3.87 -2.96
H 2.70 4.56 -2.69
H 3.82 4.03 -0.52
H 2.63 2.62 1.16
H -3.37 4.52 -1.00
H -5.54 5.06 0.10
H -6.54 3.50 1.71
H -5.42 1.35 2.28
C -6.08 -0.62 -0.40
C -5.14 -0.21 -1.36
C -3.91 -0.82 -1.40
C -3.63 -1.85 -0.48
C -4.57 -2.26 0.50
C -5.79 -1.64 0.52
N -2.40 -2.46 -0.60
N -2.07 -3.55 -0.23
C -0.75 -4.03 -0.12
C -0.64 -5.41 -0.12
C 0.64 -5.97 -0.08
C 1.71 -5.11 -0.05
C 1.49 -3.72 -0.04
N 0.29 -3.18 -0.06
H -7.05 -0.14 -0.37
H -5.39 0.57 -2.07
H -3.18 -0.56 -2.15
H -4.31 -3.05 1.19
H -6.54 -1.95 1.24
H -1.53 -6.02 -0.17
H 0.77 -7.04 -0.09
H 2.73 -5.49 -0.04
H 2.33 -3.03 -0.01
O 6.63 3.60 -3.37
C 6.54 2.26 -3.83
N 6.22 1.47 -2.66
C 4.98 1.01 -2.43
O 4.03 1.14 -3.19
C 4.75 0.31 -1.10
C 5.70 -0.03 -0.15
C 5.30 -0.63 1.03
C 3.95 -0.84 1.25
N 3.02 -0.54 0.32
C 3.43 0.00 -0.82
H 6.90 4.17 -4.10
H 7.49 1.91 -4.24
H 5.76 2.11 -4.56
H 6.88 1.53 -1.90
H 6.76 0.16 -0.32
H 6.02 -0.92 1.79
H 3.60 -1.27 2.18
H 2.69 0.21 -1.58
*
```

Here are the Mulliken charges for atoms 1 to 2, given in e: 1.32 -0.81



ORCA calculation (ωB97M-V/def2-TZVPD) on a molecular structure, C36H30BaGeNS4.

- relative energy (zero: lowest compared OMol25 entry of this formula, charge and spin) (eV) = 1.089
- expectation value of S² = 0.755
- LUMO (spin up / spin down) (eV) = 0.3 / -1.3
- highest occupied orbital energy (spin up / spin down) (eV) = -7.0372 / -7.0346

```
! RIJCOSX wB97M-V def2-TZVPD def2/J DEFGRID3
* xyz 0 2
Ba 0.33 0.15 -0.39
S 3.29 -0.36 0.23
C 4.02 1.23 0.14
C 5.31 1.37 -0.41
C 5.96 2.58 -0.49
C 5.35 3.75 -0.03
C 4.09 3.65 0.53
C 3.43 2.42 0.61
S 1.75 2.52 1.20
C 1.73 1.73 2.84
C 1.45 0.25 2.92
C 2.28 -0.59 3.67
C 1.95 -1.92 3.79
C 0.78 -2.38 3.20
C -0.02 -1.49 2.50
C -1.36 -1.91 1.94
S -1.23 -2.40 0.17
C -2.76 -1.89 -0.60
C -3.42 -2.92 -1.27
C -4.55 -2.67 -2.02
C -5.03 -1.36 -2.07
C -4.39 -0.35 -1.39
C -3.22 -0.56 -0.64
S -2.50 0.81 0.20
N 0.33 -0.19 2.35
H 5.79 0.47 -0.77
H 6.95 2.63 -0.93
H 5.85 4.70 -0.09
H 3.58 4.54 0.90
H 0.92 2.24 3.36
H 2.66 1.98 3.35
H 3.18 -0.20 4.11
H 2.59 -2.60 4.33
H 0.47 -3.41 3.29
H -2.04 -1.07 1.98
H -1.75 -2.76 2.50
H -3.03 -3.93 -1.19
H -5.06 -3.47 -2.53
H -5.92 -1.13 -2.65
H -4.77 0.67 -1.44
C 0.95 -0.96 -4.35
Ge 0.19 0.62 -3.50
C 1.33 2.16 -3.84
C 1.32 2.69 -5.13
C 2.13 3.77 -5.45
C 2.97 4.32 -4.49
C 3.00 3.79 -3.20
C 2.18 2.72 -2.89
C -1.67 0.85 -3.96
C -2.26 -0.14 -4.70
C -3.62 -0.06 -5.09
C -4.36 1.01 -4.70
C -3.80 2.05 -3.91
C -4.59 3.14 -3.48
C -4.05 4.13 -2.70
C -2.69 4.06 -2.33
C -1.91 3.02 -2.73
C -2.45 1.97 -3.53
H 0.94 -0.76 -5.42
H 0.39 -1.88 -4.15
H 1.98 -1.10 -4.03
H 0.66 2.28 -5.89
H 2.11 4.18 -6.45
H 3.61 5.15 -4.74
H 3.66 4.20 -2.45
H 2.24 2.31 -1.88
H -1.69 -1.01 -5.02
H -4.06 -0.84 -5.69
H -5.41 1.09 -4.98
H -5.64 3.18 -3.77
H -4.66 4.96 -2.37
H -2.27 4.84 -1.71
H -0.87 2.99 -2.44
*
```

Here are the Mulliken charges for atoms 1 to 2, given in e: -0.31 -0.25



ORCA calculation (ωB97M-V/def2-TZVPD) on a molecular structure, C36H30CuN6O12.

- relative energy (zero: lowest compared OMol25 entry of this formula, charge and spin) (eV) = 0.000
- LUMO (eV) = -3.3
- highest occupied orbital energy (eV) = -11.3606

```
! RIJCOSX wB97M-V def2-TZVPD def2/J DEFGRID3
* xyz 1 1
Cu -0.31 -0.35 0.19
C -0.77 -6.37 2.95
C -1.45 -5.28 2.37
C -0.73 -4.24 1.83
C 0.65 -4.23 2.00
C 1.33 -5.28 2.60
C 0.61 -6.36 3.06
N 1.41 -3.06 1.55
O 2.59 -3.03 1.76
O 0.79 -2.17 0.99
H -1.33 -7.19 3.36
H -2.52 -5.33 2.32
H -1.20 -3.41 1.33
H 2.40 -5.22 2.70
H 1.12 -7.17 3.57
C 1.27 0.01 -6.07
C 0.76 0.64 -4.93
C 0.48 -0.11 -3.82
C 0.63 -1.49 -3.89
C 1.12 -2.12 -5.01
C 1.40 -1.36 -6.12
N 0.23 -2.30 -2.75
O 0.45 -3.48 -2.79
O -0.38 -1.76 -1.85
H 1.45 0.62 -6.95
H 0.65 1.72 -4.97
H 0.17 0.31 -2.87
H 1.26 -3.19 -4.98
H 1.74 -1.86 -7.02
C 6.06 1.14 2.02
C 6.33 1.29 0.67
C 5.37 0.97 -0.27
C 4.15 0.48 0.18
C 3.91 0.21 1.51
C 4.86 0.57 2.44
N 3.16 0.05 -0.78
O 3.53 -0.29 -1.87
O 2.00 0.03 -0.40
H 6.73 1.52 2.78
H 7.33 1.63 0.41
H 5.54 1.17 -1.32
H 2.98 -0.27 1.78
H 4.71 0.36 3.49
C -1.52 4.40 -4.50
C -1.64 3.06 -4.15
C -1.25 2.65 -2.89
C -0.82 3.60 -1.99
C -0.70 4.94 -2.31
C -1.09 5.34 -3.58
N -0.41 3.17 -0.66
O -0.32 1.97 -0.46
O -0.16 4.01 0.16
H -1.88 4.73 -5.47
H -2.03 2.34 -4.86
H -1.25 1.60 -2.65
H -0.36 5.62 -1.56
H -1.03 6.38 -3.87
C -7.21 -1.42 -0.14
C -6.67 -0.89 -1.30
C -5.32 -0.60 -1.38
C -4.53 -0.90 -0.29
C -5.04 -1.38 0.90
C -6.38 -1.66 0.95
N -3.11 -0.62 -0.38
O -2.38 -1.17 0.45
O -2.70 0.12 -1.24
H -8.27 -1.64 -0.05
H -7.34 -0.62 -2.11
H -4.92 -0.20 -2.30
H -4.38 -1.56 1.73
H -6.78 -2.02 1.89
C 0.43 4.05 5.53
C -0.22 3.95 4.30
C -0.04 2.82 3.53
C 0.73 1.79 4.02
C 1.33 1.85 5.27
C 1.17 3.00 6.02
N 0.90 0.57 3.22
O 1.47 -0.38 3.71
O 0.47 0.59 2.08
H 0.33 4.96 6.12
H -0.79 4.80 3.94
H -0.48 2.77 2.54
H 2.02 1.10 5.63
H 1.69 3.06 6.97
*
```

Here are the Mulliken charges for atoms 1 to 2, given in e: 1.60 -0.47



ORCA calculation (ωB97M-V/def2-TZVPD) on a molecular structure, C36H30F6IrN8O4P2S3Se2.

- relative energy (zero: lowest compared OMol25 entry of this formula, charge and spin) (eV) = 0.000
- expectation value of S² = 0.755
- LUMO (spin up / spin down) (eV) = -6.5 / -8.6
- highest occupied orbital energy (spin up / spin down) (eV) = -12.3172 / -12.3168

```
! RIJCOSX wB97M-V def2-TZVPD def2/J DEFGRID3
* xyz 2 2
Ir -0.60 1.53 -1.56
C -4.84 2.29 -1.39
C -3.47 1.78 -1.68
N -2.42 2.36 -1.23
N -2.47 3.50 -0.48
C -1.34 4.00 0.04
N -1.41 5.14 0.71
S 0.17 3.20 -0.10
C -3.19 0.58 -2.49
C -4.16 -0.12 -3.17
C -3.80 -1.19 -3.97
C -2.47 -1.53 -4.07
C -1.53 -0.79 -3.36
N -1.88 0.24 -2.60
H -4.98 3.29 -1.80
H -4.98 2.32 -0.30
H -5.61 1.65 -1.80
H -3.34 4.01 -0.45
H -2.28 5.64 0.85
H -0.57 5.56 1.07
H -5.20 0.17 -3.09
H -4.55 -1.74 -4.52
H -2.14 -2.35 -4.69
H -0.48 -1.02 -3.43
F 2.55 3.51 -6.57
C 2.49 2.48 -5.74
F 3.43 1.60 -6.05
F 2.69 2.91 -4.49
S 0.84 1.65 -5.84
O 0.81 0.74 -4.71
O 0.71 1.14 -7.15
N -0.12 2.91 -5.61
S -1.05 3.06 -4.40
O -2.30 2.34 -4.42
O -0.38 3.01 -3.06
C -1.45 4.86 -4.50
F -0.35 5.58 -4.55
F -2.21 5.09 -5.54
F -2.13 5.16 -3.38
Se 0.42 -4.29 1.50
P -0.24 -2.67 2.65
C 1.05 -2.00 3.74
C 0.78 -1.36 4.95
C 1.82 -0.88 5.73
C 3.14 -1.03 5.31
C 3.41 -1.69 4.12
C 2.37 -2.17 3.35
C -1.73 -2.93 3.63
C -2.41 -1.88 4.25
C -3.52 -2.15 5.04
C -3.95 -3.46 5.21
C -3.28 -4.50 4.59
C -2.17 -4.24 3.80
C -0.68 -1.28 1.53
C 0.06 -0.63 0.54
N -0.83 0.22 -0.05
N -2.00 0.10 0.52
N -1.93 -0.79 1.47
P 1.73 -0.58 -0.01
Se 1.57 0.60 -1.95
C 2.49 -2.11 -0.47
C 3.65 -2.56 0.15
C 4.18 -3.78 -0.22
C 3.56 -4.54 -1.20
C 2.41 -4.09 -1.82
C 1.86 -2.87 -1.46
C 2.73 0.44 1.05
C 2.19 0.99 2.21
C 2.98 1.80 3.01
C 4.29 2.06 2.65
C 4.83 1.52 1.48
C 4.06 0.72 0.67
H -0.24 -1.26 5.31
H 1.60 -0.40 6.68
H 3.94 -0.67 5.94
H 4.44 -1.84 3.82
H 2.58 -2.75 2.45
H -2.10 -0.86 4.11
H -4.05 -1.34 5.52
H -4.81 -3.67 5.83
H -3.62 -5.52 4.72
H -1.64 -5.05 3.31
H 4.13 -1.97 0.92
H 5.08 -4.15 0.26
H 3.98 -5.50 -1.48
H 1.92 -4.69 -2.58
H 0.94 -2.54 -1.92
H 1.17 0.77 2.49
H 2.57 2.20 3.92
H 4.91 2.69 3.28
H 5.85 1.74 1.20
H 4.47 0.30 -0.23
*
```

Here are the Mulliken charges for atoms 1 to 2, given in e: 3.65 -1.99



ORCA calculation (ωB97M-V/def2-TZVPD) on a molecular structure, C36H31BN2P2Pt at a distorted geometry.

- LUMO (eV) = -8.3
- highest occupied orbital energy (eV) = -13.2211

```
! RIJCOSX wB97M-V def2-TZVPD def2/J DEFGRID3
* xyz 2 1
Pt -0.54 0.68 1.68
C 0.19 0.56 -1.83
C -1.10 -0.26 -1.62
P -0.52 -1.53 -0.45
C -0.40 -3.14 -1.18
C -1.57 -3.91 -1.30
C -1.53 -5.10 -2.00
C -0.33 -5.55 -2.55
C 0.84 -4.80 -2.40
C 0.80 -3.60 -1.71
C -1.50 -1.62 1.03
C -1.27 -2.68 1.91
C -1.95 -2.73 3.12
C -2.83 -1.71 3.49
C -3.07 -0.66 2.63
C -2.41 -0.57 1.39
P 1.44 -0.37 -0.87
C 2.90 -0.46 -1.85
C 2.81 -0.84 -3.20
C 3.95 -0.84 -3.98
C 5.18 -0.51 -3.41
C 5.28 -0.18 -2.07
C 4.15 -0.18 -1.27
C 1.83 0.22 0.79
C 1.58 1.54 1.25
C 1.97 1.89 2.56
C 2.64 0.99 3.36
C 2.90 -0.29 2.89
C 2.46 -0.69 1.63
H 0.13 1.57 -1.43
H 0.48 0.62 -2.87
H -1.41 -0.81 -2.51
H -1.92 0.35 -1.27
H -2.51 -3.57 -0.87
H -2.43 -5.69 -2.12
H -0.30 -6.49 -3.08
H 1.77 -5.17 -2.81
H 1.72 -3.05 -1.58
H -0.57 -3.47 1.65
H -1.78 -3.56 3.80
H -3.32 -1.75 4.45
H -3.81 0.10 2.89
H -2.78 0.14 0.66
H 1.86 -1.11 -3.64
H 3.89 -1.11 -5.03
H 6.07 -0.52 -4.03
H 6.24 0.07 -1.64
H 4.23 0.07 -0.22
H 1.25 2.33 0.58
H 1.78 2.90 2.91
H 2.94 1.27 4.36
H 3.41 -1.00 3.53
H 2.66 -1.71 1.30
N -4.64 8.11 -3.50
C -4.15 7.25 -2.92
C -3.54 6.16 -2.21
C -4.34 5.21 -1.58
C -3.75 4.15 -0.91
C -2.36 4.04 -0.85
C -1.57 5.00 -1.48
C -2.15 6.06 -2.15
C -1.76 2.94 -0.16
C -1.24 2.04 0.47
H -5.42 5.30 -1.63
H -4.37 3.41 -0.42
H -0.49 4.93 -1.42
H -1.54 6.81 -2.64
B 0.39 -1.04 5.92
C 0.13 -0.68 4.43
N 0.01 -0.42 3.30
H 1.06 -0.14 6.36
H -0.72 -1.11 6.42
H 0.97 -2.10 5.89
*
```

Here are the Mulliken charges for atoms 1 to 2, given in e: 2.52 -0.68